[1]
Molecular formula: C3H9O3Tb
Method: DFT, ωB97M-V/def2-TZVPD

Summary:
**⟨S²⟩**: 12.735
**M**: 252.03 g mol⁻¹
**Total charge**: +2
**LUMO energy (alpha / beta)**: -0.3730 / -0.3578 hartree
**2S+1**: 7
**Frontier orbital gap (alpha / beta)**: 8.933 / 9.397 eV

Element x y z (Å)
O1 2.651326 1.662433 -0.394290
H1 1.150539 2.381558 -0.426147
H2 3.084122 1.915622 0.421991
C1 -1.234460 -2.358949 -0.242865
O2 -0.752216 -1.020644 -0.307678
C2 -1.750242 -0.001197 -0.261847
C3 -1.165877 1.390742 -0.233965
H3 -0.424302 -3.007582 -0.590706
H4 -1.489448 -2.600972 0.797340
H5 -2.122397 -2.456384 -0.881762
H6 -2.302611 -0.166026 0.675286
H7 -2.357851 -0.129726 -1.169880
H8 -1.672571 1.968559 -1.022922
H9 -1.306396 1.801982 0.778153
Tb1 1.362144 -0.292038 -0.558996
O3 0.205569 1.474775 -0.547834

Forces on the atoms, in the same order (eV/Å):
O -2.94 -1.53 -0.25
H -0.50 -2.85 -0.09
H 0.51 0.34 0.25
C -0.64 -1.09 0.31
O 1.98 0.88 -0.16
C -1.19 -0.37 -0.05
C -1.07 1.96 0.27
H -0.24 -0.07 -0.01
H 0.02 0.03 -0.30
H 0.35 -0.07 0.09
H -0.29 0.07 -0.57
H -0.13 -0.08 0.53
H -0.20 0.10 0.77
H -0.10 0.22 -0.58
Tb 1.70 2.38 -0.09
O 2.73 0.09 -0.12

[2]
Molecular formula: C5H7N2
Method: DFT, ωB97M-V/def2-TZVPD

Summary:
**M**: 95.12 g mol⁻¹
**Total charge**: +1
**SMILES string**: C=C(C)[N+]1=CC=N1
**LUMO energy (alpha / beta)**: -0.2446 / -0.2439 hartree
**2S+1**: 1
**Frontier orbital gap (alpha / beta)**: 7.652 / 7.684 eV

Element x y z (Å)
C1 1.008903 -1.267204 0.408832
C2 0.506760 -0.018143 0.103304
C3 1.181611 1.264129 0.108659
N1 -0.832026 0.040470 -0.065477
C4 -2.403039 -0.844332 0.211258
C5 -2.795027 0.302511 -0.303712
N2 -1.544939 0.947697 -0.496845
H1 0.411428 -2.221937 0.436118
H2 2.094652 -1.477646 0.331382
H3 0.633842 2.053494 -0.424966
H4 2.206689 0.948611 -0.252105
H5 1.449154 1.479012 1.248776
H6 -2.978909 -1.788576 0.327042
H7 -3.666626 0.954250 -0.348069

Forces on the atoms, in the same order (eV/Å):
C -0.17 -0.18 -1.57
C 0.49 -2.98 1.23
C 3.08 0.08 1.94
N -3.09 -2.44 0.54
C -0.28 -0.24 -0.96
C -0.14 2.04 0.51
N 0.59 1.26 -0.26
H 0.26 1.47 0.13
H -0.71 0.57 0.56
H 0.72 -0.22 0.29
H -0.94 1.30 -0.25
H -1.02 0.15 -2.35
H 1.54 0.15 0.52
H -0.33 -0.96 -0.34

[3]
Molecular formula: C44H41Cl2N4OS3V
Method: DFT, ωB97M-V/def2-TZVPD

Summary:
**⟨S²⟩**: 3.797
**M**: 859.89 g mol⁻¹
**Total charge**: -1
**LUMO energy (alpha / beta)**: 0.0834 / 0.0803 hartree
**2S+1**: 4
**Frontier orbital gap (alpha / beta)**: 5.246 / 6.609 eV

Element x y z (Å)
V1 0.169426 -1.572290 -1.198603
S1 2.233424 2.476814 -1.644383
C1 1.125570 3.248158 -0.615772
N1 1.559816 4.326067 0.172275
C2 0.696927 4.754986 1.242493
C3 -0.709986 4.866641 0.709548
N2 -1.133229 3.565795 0.248967
C4 -2.567403 3.427675 0.135857
C5 -3.253787 3.161910 1.459005
C6 -4.643673 3.217355 1.530480
C7 -5.304838 2.932914 2.714954
C8 -4.588210 2.587177 3.852017
C9 -3.203914 2.534697 3.791892
C10 -2.543699 2.823955 2.606551
C11 -0.246657 2.861296 -0.595895
S2 -0.823689 1.577110 -1.558404
C12 2.975966 4.581747 0.400505
C13 3.508199 3.891537 1.638712
C14 3.766914 4.604710 2.804613
C15 4.180627 3.955585 3.960464
C16 4.339600 2.578054 3.964645
C17 4.100087 1.856652 2.802161
C18 3.687547 2.507518 1.648984
H1 1.040074 5.726061 1.607972
H2 0.704009 4.051141 2.089504
H3 -0.741697 5.608055 -0.102984
H4 -1.390354 5.190549 1.500560
H5 -2.755915 2.607079 -0.562182
H6 -3.002487 4.332403 -0.311550
H7 -5.210072 3.481340 0.643902
H8 -6.386698 2.978813 2.752249
H9 -5.104469 2.355023 4.775014
H10 -2.632449 2.260991 4.670765
H11 -1.461990 2.780994 2.562664
H12 3.102162 5.665412 0.494640
H13 3.506107 4.237322 -0.484301
H14 3.646448 5.683158 2.810425
H15 4.376493 4.525599 4.860809
H16 4.651899 2.069823 4.868888
H17 4.233857 0.781534 2.787435
H18 3.504278 1.941502 0.743156
N3 1.479115 -0.848332 -2.583282
C19 2.848473 -1.304222 -2.471451
C20 3.871035 -0.377394 -2.645589
C21 5.202210 -0.749177 -2.577909
C22 5.522733 -2.073558 -2.332386
C23 4.509419 -2.999040 -2.158707
C24 3.156538 -2.655041 -2.242559
C25 2.121534 -3.708907 -2.094444
C26 2.437073 -5.002190 -2.530135
C27 1.537084 -6.044263 -2.402460
C28 0.298651 -5.802654 -1.825333
C29 -0.028815 -4.515196 -1.429806
C30 0.847235 -3.429310 -1.564068
H19 1.455687 0.178121 -2.499692
H20 1.107877 -1.085189 -3.499452
H21 3.608374 0.653584 -2.832037
H22 5.975922 -0.005445 -2.721796
H23 6.559115 -2.385203 -2.281657
H24 4.774025 -4.024491 -1.937724
H25 3.384533 -5.188820 -3.022989
H26 1.794463 -7.031714 -2.767970
H27 -0.418800 -6.609317 -1.717476
H28 -1.028798 -4.334108 -1.044932
C31 -4.208216 -3.192896 2.005211
C32 -2.951535 -2.459321 1.636417
C33 -1.752445 -3.125783 1.466431
C34 -0.585654 -2.440136 1.122838
C35 -0.659441 -1.067702 0.878032
C36 -1.866196 -0.391076 1.040894
C37 -2.988488 -1.072271 1.442083
S3 0.883371 -0.145084 0.680048
C38 1.115719 0.044314 2.521133
O1 1.838811 -1.230593 0.289379
H29 -3.996052 -4.224970 2.282897
H30 -4.894000 -3.199145 1.154447
H31 -4.715865 -2.701642 2.837182
H32 -1.707198 -4.194240 1.642564
H33 0.375588 -2.937894 1.158672
H34 -1.904820 0.666035 0.851552
H35 -3.917593 -0.531639 1.585191
H36 0.156565 -0.050743 3.024167
H37 1.553846 1.024942 2.707053
H38 1.801736 -0.738859 2.842778
Cl1 -0.127898 -2.799865 -4.867285
C39 -1.742727 -2.958258 -4.258912
C40 -2.655524 -3.648398 -5.021119
C41 -3.981385 -3.739048 -4.620592
C42 -4.374631 -3.079082 -3.468048
C43 -3.457854 -2.388453 -2.707904
Cl2 -4.011987 -1.512686 -1.323296
C44 -2.056094 -2.340161 -2.992094
N4 -1.151228 -1.783571 -2.188537
H39 -2.325867 -4.108080 -5.943862
H40 -4.700261 -4.286812 -5.214558
H41 -5.411558 -3.087835 -3.156985

Forces on the atoms, in the same order (eV/Å):
V 0.77 -0.40 0.63
S 0.13 -0.02 0.00
C 0.31 0.14 -0.11
N -0.05 -0.22 0.05
C -0.19 0.09 0.01
C 0.05 -0.03 0.12
N 0.14 -0.05 -0.21
C 0.12 -0.13 -0.09
C 0.07 -0.03 -0.01
C 0.02 0.01 0.03
C -0.09 0.01 -0.04
C 0.05 -0.04 0.04
C -0.04 -0.02 0.06
C 0.03 0.01 -0.07
C -0.39 -0.09 -0.10
S -0.20 0.21 0.10
C -0.08 -0.06 -0.07
C -0.07 -0.01 0.01
C 0.03 0.00 -0.02
C 0.01 0.00 0.04
C 0.03 -0.02 0.04
C 0.04 0.07 -0.01
C 0.04 -0.06 0.00
H 0.03 0.00 0.01
H 0.05 0.05 0.03
H -0.02 0.01 0.02
H 0.02 0.02 0.01
H -0.05 -0.01 0.07
H 0.01 0.02 -0.03
H 0.00 -0.01 0.00
H 0.01 -0.01 -0.02
H 0.00 0.01 0.00
H 0.00 0.01 0.00
H 0.00 -0.02 -0.04
H 0.03 -0.02 0.06
H 0.04 0.04 0.00
H -0.03 -0.01 -0.02
H -0.01 0.00 -0.01
H 0.01 0.00 -0.01
H 0.01 0.01 0.01
H -0.04 0.04 -0.06
N 0.92 0.57 -0.33
C 0.39 -0.13 -0.24
C -0.14 0.00 0.04
C 0.00 0.01 -0.02
C 0.05 0.04 -0.01
C -0.01 0.02 -0.02
C -0.06 0.23 0.02
C -0.20 -0.24 -0.04
C 0.01 0.04 -0.10
C 0.05 -0.06 0.01
C -0.05 -0.02 0.00
C -0.01 -0.07 -0.10
C 0.62 -0.83 0.12
H 0.00 -0.02 -0.04
H -0.16 -0.12 0.03
H 0.00 0.03 -0.04
H 0.00 0.00 0.02
H -0.01 -0.01 0.06
H -0.04 -0.01 0.01
H 0.01 -0.01 0.03
H 0.00 0.00 0.02
H -0.01 0.02 -0.01
H 0.01 -0.03 0.03
C 0.03 0.01 -0.04
C 0.08 -0.13 0.09
C -0.22 -0.03 0.02
C 0.32 0.22 0.09
C 0.07 -0.07 0.65
C -0.23 0.13 0.06
C 0.19 0.08 0.09
S -0.57 1.15 1.97
C 0.23 0.19 -0.20
O 0.55 -0.53 -0.32
H -0.02 0.00 0.01
H 0.00 -0.01 0.01
H -0.01 -0.01 0.00
H 0.03 0.00 -0.03
H -0.01 -0.02 -0.15
H -0.02 0.26 -0.07
H 0.00 0.01 -0.01
H -0.01 0.03 -0.05
H -0.01 -0.06 -0.01
H -0.03 -0.07 -0.06
Cl 0.31 -0.06 -0.07
C -0.16 0.40 0.80
C -0.06 0.01 -0.07
C -0.06 -0.05 -0.08
C -0.13 -0.05 -0.05
C 0.60 -0.03 -0.04
Cl -0.21 0.06 0.00
C -0.25 -0.34 -0.59
N -2.57 -0.01 -1.87
H 0.03 0.01 0.01
H 0.00 0.00 0.00
H 0.01 0.03 0.03

[4]
Molecular formula: C3H6NO
Method: DFT, ωB97M-V/def2-TZVPD

Summary:
**M**: 72.09 g mol⁻¹
**Total charge**: +1
**LUMO energy**: -0.1677 hartree
**2S+1**: 1
**Frontier orbital gap**: 10.390 eV

Element x y z (Å)
C1 -0.104477 -1.520783 -1.759607
C2 -0.662036 -1.153931 -0.658025
C3 -0.491197 0.659352 0.684610
N1 0.452125 1.553258 1.431667
O1 0.155044 -0.138397 -0.049893
H1 -0.525574 -2.209507 -2.465813
H2 0.922002 -1.156267 -2.022425
H3 -1.622128 -1.187373 -0.203708
H4 0.094948 2.501250 1.631731
H5 1.368768 1.637733 1.118139
H6 0.412524 1.014665 2.293323

Forces on the atoms, in the same order (eV/Å):
C 1.67 -0.95 -1.94
C 0.32 1.33 -0.13
C -1.54 -0.33 -0.65
N -1.44 0.10 0.58
O 0.34 1.30 1.86
H -0.36 -0.25 0.03
H -1.15 -0.30 0.37
H -0.53 -0.54 0.14
H -0.36 -0.57 -0.20
H 2.60 -0.04 -0.89
H 0.44 0.24 0.85